Record 1
Below is a structure of composition C2H6ClN2 in a non-equilibrium geometry, with properties calculated with ωB97M-V/def2-TZVPD.

```
11
Properties=species:S:1:pos:R:3:forces:R:3
C -1.78637 0.20348 0.02208 3.3 -5.4 1.5
C 0.88007 -0.80196 -0.12609 -0.5 -4.0 2.4
N -0.48860 -1.12976 0.34569 -2.2 5.6 0.7
N -1.56931 1.40882 0.32432 1.9 2.8 -0.1
Cl -3.33772 -0.38990 -0.06950 0.2 0.0 -0.5
H 1.52588 -1.12895 0.74588 -0.5 0.7 -1.0
H 1.07110 -1.48825 -0.93660 0.5 0.4 -0.6
H 1.00079 0.18519 -0.31384 0.6 2.9 -0.8
H -0.81122 -1.87206 -0.18737 -1.4 -1.6 -1.3
H -0.65402 1.92850 0.54311 -1.5 -1.7 -0.5
H -2.32616 2.04628 0.13665 -0.5 0.4 0.4
```
Positions in Å, forces in eV/Å.

frontier orbital gap (spin up / spin down) = 9.52 / 9.52 eV
energy above the lowest of the compared OMol25 structures with the same formula, charge and spin = 3.599 eV
lowest unoccupied orbital energy (spin up / spin down) = -5.29 / -5.29 eV
total charge = +1

---

Record 2
Below is an isolated molecule of C3HN3O2 in a non-equilibrium geometry, with properties calculated with ωB97M-V/def2-TZVPD.

```
9
Properties=species:S:1:pos:R:3:forces:R:3
N -3.28484 -0.41251 0.12347 -3.1 -0.2 0.4
C -2.18141 -0.36442 -0.08138 3.1 0.3 -0.6
C -0.75306 -0.23380 -0.17992 1.2 -1.3 0.7
N 0.10215 -1.23386 -0.18313 0.0 2.1 0.0
C 1.34326 -0.55148 -0.03380 1.5 2.8 -0.2
O 2.50721 -0.80492 0.09800 -0.9 -1.6 0.0
N 1.05608 0.91447 -0.16591 1.7 -0.1 1.4
O -0.28721 1.00549 -0.06043 -2.6 0.4 -0.3
H 1.49783 1.68102 0.48310 -0.9 -2.4 -1.5
```
Positions in Å, forces in eV/Å.

frontier orbital gap = 9.55 eV
energy above the lowest of the compared OMol25 structures with the same formula, charge and spin = 1.885 eV
lowest unoccupied orbital energy = -1.02 eV

---

Record 3
Below is an isolated molecule of C9H14N4O4 in a non-equilibrium geometry, with properties calculated with ωB97M-V/def2-TZVPD.

```
31
Properties=species:S:1:pos:R:3:forces:R:3
N -3.49367 -1.41118 -0.26629 0.6 0.1 -1.3
C -2.13591 -1.20878 0.23359 -0.4 0.7 1.6
C -1.23663 -2.23244 -0.45986 -0.8 -0.5 -1.6
O -1.63495 -3.53483 0.08535 -0.9 1.3 -1.0
C -1.64831 0.24530 0.00465 0.6 -0.8 0.8
O -2.09609 1.02371 -0.82391 0.2 -0.8 0.3
N -0.63934 0.57762 0.88494 -1.0 1.4 -1.5
C 0.14714 1.74651 0.56976 1.0 -0.5 -1.6
C 1.21279 1.46891 -0.55734 1.9 1.8 -1.3
C 2.22471 0.37567 -0.23427 0.0 -1.0 1.1
C 3.54664 0.28758 -0.63239 -1.2 1.7 -1.1
N 4.06597 -0.77867 -0.03214 -0.4 -2.0 0.7
C 3.06373 -1.42676 0.67171 2.1 -0.2 0.6
N 1.95472 -0.75393 0.64394 0.1 1.6 -1.4
C -0.69631 2.93955 0.18087 -0.2 1.3 0.1
O -0.43814 3.81061 -0.62760 0.0 -1.3 0.7
O -1.75850 3.03085 1.00517 1.1 -1.5 0.6
H -3.39374 -0.91556 -1.16084 -0.8 -0.4 0.0
H -4.26746 -0.94394 0.19150 0.5 0.1 0.6
H -2.10583 -1.41768 1.34856 0.1 0.3 -1.2
H -1.48567 -2.10898 -1.66263 0.8 -0.6 2.8
H -0.13724 -2.05706 -0.29521 -1.2 -0.4 0.0
H -2.64471 -3.49224 0.09802 1.8 0.0 -0.2
H -0.03499 -0.08700 1.30091 0.1 -1.4 0.3
H 0.64689 1.94141 1.51362 0.4 0.6 -0.1
H 1.88599 2.45898 -0.71542 -1.7 -2.1 0.6
H 0.83636 1.31213 -1.63346 -0.3 0.1 1.9
H 4.14416 0.82922 -1.38964 -0.7 -0.1 0.8
H 4.99180 -1.10899 -0.20006 0.3 -0.3 0.1
H 3.38964 -2.31477 1.26944 -1.0 0.9 -0.6
H -2.26303 3.74476 0.68904 -1.2 1.7 -0.6
```
Positions in Å, forces in eV/Å.

frontier orbital gap = 9.54 eV
energy above the lowest of the compared OMol25 structures with the same formula, charge and spin = 1.626 eV
lowest unoccupied orbital energy = 0.54 eV

---

Record 4
Below is a cluster of 2 separate species, C24H36N3O3 in total in a non-equilibrium geometry, with properties calculated with ωB97M-V/def2-TZVPD.

```
66
Properties=species:S:1:pos:R:3:forces:R:3
C 1.28625 2.86137 -0.69558 -0.1 -0.4 -3.3
H 1.69483 3.84938 -0.48632 -0.9 0.2 0.0
C 2.27990 1.90159 -0.14970 -10.6 -1.6 3.7
C 1.66776 0.39379 -0.49418 -3.4 -1.5 -1.5
O 0.51544 0.04363 -1.05012 4.3 3.3 2.0
N 2.40834 -0.70602 -0.14895 0.4 4.6 1.7
C 3.65112 -0.59899 0.49854 -5.3 12.6 -4.6
O 4.37777 -1.42778 0.47425 7.5 -9.2 1.9
C 4.11428 0.96425 0.51515 2.2 -0.7 6.0
H 5.29057 0.91219 0.71122 -2.5 0.2 -0.8
C 3.56896 2.10015 -0.44020 5.0 -7.2 -1.8
C 4.08730 3.40296 -0.34989 6.0 -0.1 5.2
H 5.30018 3.08636 -0.39269 -2.8 1.8 0.1
H 3.91671 3.81942 0.74256 0.2 -0.2 -2.5
H 3.84972 3.95569 -1.16817 -0.7 2.1 -1.9
C 3.90399 1.43395 -1.75735 4.8 0.0 -2.2
H 3.59197 2.00457 -2.54928 -1.4 1.7 -2.1
H 3.56804 0.41902 -2.04395 0.4 0.4 0.9
H 5.15924 1.56960 -2.07316 -3.4 -0.9 1.5
C 3.40830 1.40423 2.02128 -3.8 -4.1 -4.6
H 3.96139 2.12745 2.32172 3.6 4.5 2.7
H 3.22373 0.61216 2.74731 0.5 0.0 -0.1
C 2.07258 1.99854 1.48243 4.4 0.8 -1.8
H 1.85848 2.96652 1.90982 0.1 0.6 -0.5
H 1.24552 1.46747 1.58009 -3.6 -2.7 1.3
C 2.11918 -1.95501 -0.51572 -6.9 -4.1 1.6
H 1.17272 -2.07890 -1.15276 1.6 1.1 0.8
H 2.88225 -2.32649 -1.06499 2.6 -2.1 -1.1
C 1.59814 -2.82093 0.87138 2.9 -0.4 -3.5
O 2.73185 -3.69048 1.22328 0.3 2.7 -0.1
H 3.55082 -3.05534 1.09267 -2.1 -2.1 0.4
C 0.39348 -3.66953 0.36665 1.8 0.0 7.5
N -0.63022 -2.76258 0.07002 0.1 -1.5 -2.1
C -1.52881 -2.33792 1.02951 4.6 6.2 3.1
C -2.07677 -0.96263 0.49092 0.4 4.3 5.5
N -2.76675 -0.95692 -0.71869 -1.9 -14.4 4.0
H -3.56379 -1.77344 -0.68314 1.2 1.7 1.4
C -1.94737 -1.84277 -1.46722 -2.2 1.3 -9.8
C -1.43876 -3.11718 -1.09956 -3.9 0.6 8.8
H -0.89360 -3.53507 -1.74363 4.2 -2.9 -5.7
H -2.18838 -3.91185 -0.72660 0.4 1.0 -0.9
H -2.65380 -1.98831 -2.40400 1.3 -0.2 1.1
H -1.20296 -1.24344 -1.92345 1.4 0.6 0.0
C -3.43082 -0.04558 -1.29005 4.5 14.6 9.1
C -4.53278 0.72538 -0.46734 7.3 1.6 0.3
C -5.49674 -0.04680 -0.27674 -8.0 -1.5 3.0
C -6.53673 0.41000 0.63149 0.8 0.4 0.7
C -6.23782 1.52496 1.35444 -1.4 2.4 -1.0
C -5.12639 2.41356 1.08425 -8.0 2.0 7.8
C -4.31400 1.88371 0.38836 13.2 -3.6 -10.4
H -3.21131 2.37751 0.18724 -2.7 -1.0 0.4
H -4.93531 3.26591 1.69646 -0.2 0.5 0.2
H -6.93806 2.12738 1.87699 -1.3 -0.7 1.1
H -7.50188 -0.06806 0.77858 0.4 -0.2 -0.1
H -5.74633 -0.93794 -0.73018 0.1 -2.0 -1.4
H -3.78187 -0.04241 -2.07882 -5.9 -2.5 -13.9
H -2.58278 0.73661 -1.53312 -1.2 -0.4 0.4
H -1.27998 -0.25244 0.26697 0.8 -0.5 0.2
H -2.66290 -0.28958 1.22227 0.5 -1.7 -0.5
H -0.77430 -2.01273 2.23742 -2.7 -1.0 -3.8
H -2.28305 -2.94176 1.25390 -3.3 -3.0 1.4
H 0.23437 -4.21423 1.49354 -0.3 0.4 -3.2
H 0.72789 -4.35902 -0.34811 0.0 -0.9 -1.2
H 1.29854 -2.09688 1.67464 0.4 -0.5 -0.7
H 1.31255 2.67168 -1.82576 -0.2 0.8 1.1
H 0.24008 2.63800 -0.44589 0.5 0.5 0.4
```
Positions in Å, forces in eV/Å.

frontier orbital gap = 9.04 eV
energy above the lowest of the compared OMol25 structures with the same formula, charge and spin = 19.815 eV
lowest unoccupied orbital energy = -2.65 eV
total charge = +1

---

These records have DFT total energy values of -17664.0100, -11689.5546, -23710.3100, -36061.2607 eV, in the order they appear.